(1)
This record from the Open Molecules 2025 dataset describes a structure of composition C4H8N2O at a distorted geometry. The level of theory is ωB97M-V/def2-TZVPD.

The geometry in XYZ format:
```
15
Properties=species:S:1:pos:R:3:nbo_charge:R:1
O 0.33293 1.48222 0.65925 -0.50
N 0.51839 -1.55537 -0.67471 -0.87
N 2.16486 0.09774 1.31235 -0.69
C 1.26789 0.48789 0.52591 0.56
C -0.46875 0.91496 -0.42522 0.09
C -1.73010 0.28372 0.14012 -0.64
C 0.71152 -0.11607 -0.73537 -0.22
H 0.71015 -2.01237 0.19020 0.39
H -2.30666 -0.20032 -0.65549 0.22
H 1.37756 -0.40785 -1.56668 0.29
H -2.37469 1.03301 0.61470 0.23
H 2.17264 0.66257 2.16099 0.35
H -0.18656 -1.90693 -1.29735 0.38
H -1.47984 -0.46901 0.89447 0.22
H -0.70935 1.70582 -1.14318 0.19
```

Output
HOMO	-9.02	eV
energy above the lowest of the compared OMol25 structures with the same formula, charge and spin	69.8	kcal per mole
strongest force on any atom	3.422	eV Å⁻¹

***

(2)
This record from the Open Molecules 2025 dataset describes a structure of composition C6H13O3Sc at a distorted geometry. The level of theory is ωB97M-V/def2-TZVPD.

The geometry in XYZ format:
```
23
Properties=species:S:1:pos:R:3:mulliken_spin:R:1
Sc -0.90076 0.41648 2.55328 0.90
O -0.37052 -1.93440 2.79322 0.00
O 0.55455 -0.11976 1.01741 -0.05
O -0.06368 2.39928 1.47924 0.01
C 0.82123 2.20533 0.40293 0.02
C -1.78699 -1.51855 2.82832 0.07
C 0.08239 -2.41548 1.56008 0.01
C 1.40707 0.81142 0.37544 -0.01
C 0.41788 -1.41961 0.46603 0.00
C 0.55671 2.70229 2.70753 0.05
H 1.63799 2.94580 0.47436 0.00
H 1.17227 1.85608 3.05498 -0.02
H 1.59552 0.49629 -0.66213 0.00
H 1.17553 3.60989 2.61884 0.00
H 1.00721 -2.95445 1.81024 0.00
H 1.37005 -1.70760 -0.00457 0.00
H -2.37466 -2.06284 2.06864 0.02
H -2.15615 -1.81345 3.82437 0.01
H 2.35687 0.79370 0.92690 0.00
H -0.34177 -1.41404 -0.32829 0.01
H -0.24064 2.84634 3.44566 -0.01
H -0.70248 -3.06388 1.12923 0.00
H 0.22927 2.33432 -0.52055 -0.01
```

Output
total charge	+1
HOMO (alpha / beta)	-10.24 / -11.86	eV
energy above the lowest of the compared OMol25 structures with the same formula, charge and spin	0.0	kcal per mole
strongest force on any atom	1.607	eV Å⁻¹
multiplicity	2

***

(3)
This record from the Open Molecules 2025 dataset describes a cluster of 2 separate species, CHO4PS in total at a distorted geometry. The level of theory is ωB97M-V/def2-TZVPD.

The geometry in XYZ format:
```
8
Properties=species:S:1:pos:R:3:nbo_charge:R:1
S 3.41777 0.33199 1.23004 -0.39
P 1.52850 0.27314 1.00892 1.86
O 0.31924 0.51014 1.79337 -1.04
O -1.21468 -1.01630 3.13572 -0.49
O -0.05116 -2.19015 1.57635 -0.55
O 0.97817 0.01106 -0.53856 -0.94
C -0.61922 -1.57697 2.34029 1.04
H -0.01205 -0.10355 -0.33996 0.51
```

Output
HOMO	-10.75	eV
energy above the lowest of the compared OMol25 structures with the same formula, charge and spin	4.9	kcal per mole
strongest force on any atom	3.835	eV Å⁻¹
structure (SMILES)	O=P(O)=S.O=C=O

***

(4)
This record from the Open Molecules 2025 dataset describes a structure of composition C3H7ClN3 at a distorted geometry. The level of theory is ωB97M-V/def2-TZVPD.

The geometry in XYZ format:
```
14
Properties=species:S:1:pos:R:3:nbo_charge:R:1
Cl -3.00754 0.62571 0.25767 0.13
N -0.44976 0.72174 0.16430 -0.24
N 0.67835 0.45511 -0.32082 -0.17
N -0.93598 -1.64110 0.10387 -0.47
C 1.81676 1.02586 0.24070 -0.46
C -1.55034 0.11842 -0.36406 -0.11
C 0.02367 -2.08096 -0.39300 0.27
H -1.41582 -0.21195 -1.44162 0.26
H 2.46985 0.15411 0.59773 0.25
H 1.46317 1.64482 1.10214 0.19
H 2.37215 1.64825 -0.52036 0.26
H -1.61704 -1.96960 0.68929 0.43
H -0.63708 1.43060 0.96252 0.41
H 0.78961 -1.92101 -1.07836 0.26
```

Output
total charge	+1
HOMO (alpha / beta)	-12.55 / -12.59	eV
energy above the lowest of the compared OMol25 structures with the same formula, charge and spin	139.3	kcal per mole
strongest force on any atom	3.165	eV Å⁻¹

***

(5)
This record from the Open Molecules 2025 dataset describes a structure of composition C3H3OS2 at a distorted geometry. The level of theory is ωB97M-V/def2-TZVPD.

The geometry in XYZ format:
```
9
Properties=species:S:1:pos:R:3:nbo_charge:R:1
S -0.87910 2.05352 -0.24833 -0.17
S -1.74469 -1.06769 -1.36871 -0.33
O -1.41666 -1.11290 1.29098 -0.63
C -1.30370 -0.65274 0.18899 0.24
C -0.41467 0.47286 -0.09085 -0.10
C 1.20858 0.10715 -0.05322 -0.67
H 1.19509 -0.98747 0.14117 0.22
H 1.49569 0.62602 0.95686 0.22
H 1.85946 0.56126 -0.81688 0.22
```

Output
total charge	-1
HOMO	-3.65	eV
energy above the lowest of the compared OMol25 structures with the same formula, charge and spin	19.7	kcal per mole
strongest force on any atom	3.815	eV Å⁻¹

***

(6)
This record from the Open Molecules 2025 dataset describes a structure of composition C30H28BCo2F3O8 at a distorted geometry. The level of theory is ωB97M-V/def2-TZVPD.

The geometry in XYZ format:
```
72
Properties=species:S:1:pos:R:3:mulliken_charge:R:1
Co 3.12883 4.21408 -3.01727 0.32
Co 4.80439 2.43257 -2.09018 1.24
F -1.10114 -1.65711 4.54063 -0.28
F -1.91999 -3.36315 3.41605 -0.26
F 0.08552 -3.49613 4.31240 -0.28
O 7.47446 1.62615 -1.44315 -0.32
O 2.47738 2.82479 -5.47093 -0.31
O 4.06307 2.25333 0.70840 -0.29
O 2.06412 6.91636 -3.42230 -0.32
O -0.08499 0.06575 -2.12090 -0.58
O 5.29829 0.75940 -4.43794 -0.32
O 1.15970 3.32469 -0.99795 -0.31
O 1.05028 -1.98594 -2.45780 -0.75
C -0.01721 -2.85634 -4.42079 -1.89
C 2.49818 5.85432 -3.29109 0.15
C -0.10089 -0.39047 0.69809 -0.77
C 5.59771 3.73679 -4.64413 -0.71
C 7.12853 6.51322 0.57424 -0.36
C -0.19842 -2.09867 -3.11168 1.80
C 1.09838 -2.44955 0.38615 -0.71
C 0.65184 -2.91228 1.63134 -1.13
C 3.56571 -0.86879 -1.43547 -1.39
C -0.04653 0.08435 -4.50522 -1.90
C 4.34777 2.28215 -0.41172 -0.19
C 5.06107 5.41148 0.00527 -0.02
C 6.38678 1.93555 -1.69397 0.06
C 4.96911 1.39935 -3.53274 0.03
C 1.93218 3.64126 -1.80069 0.38
C -0.77153 -2.65122 3.66341 0.95
C 0.67108 -1.22010 -0.10002 0.39
C 5.52782 5.22214 -1.31816 0.16
C 7.55741 6.42503 -0.75422 -0.71
C -0.65109 -0.56630 -3.25780 1.64
C -2.15915 -0.34954 -3.25661 -1.89
C 4.75607 4.09411 -3.63396 0.69
C 5.87963 6.01473 0.95878 -0.85
C 6.74600 5.81957 -1.71123 -0.23
C -0.55388 -0.84789 1.94388 -0.95
C -0.19298 -2.11019 2.38071 0.17
C 4.75577 4.37642 -2.23600 0.34
C 2.69201 3.42212 -4.50138 -0.04
C 2.49328 0.09904 -1.76457 1.21
C -1.14738 -2.91694 -2.22850 -1.88
B 0.96698 -0.79116 -1.66744 1.52
H 0.95905 -3.87357 2.02421 0.42
H -2.37233 0.72364 -3.34410 0.45
H 2.34638 0.89203 -1.03089 -0.57
H -0.18634 1.17276 -4.44595 0.42
H 2.52806 0.55785 -2.74936 -0.46
H -2.61455 -0.72135 -2.32971 0.36
H -0.98072 -2.91952 -4.94835 0.32
H 5.23698 3.59544 -5.66700 0.28
H 5.54390 6.09110 1.99793 0.39
H 7.76749 6.97267 1.32495 0.39
H 8.53133 6.83285 -1.03895 0.40
H 6.67794 3.76076 -4.46021 0.27
H 1.75733 -3.07889 -0.20963 0.48
H -0.38130 0.60359 0.35568 0.46
H -2.62405 -0.85204 -4.11891 0.33
H -0.66869 -3.87083 -1.96189 0.42
H -1.42764 -2.38898 -1.30456 0.26
H 3.67070 -1.60575 -2.24136 0.22
H 0.72940 -2.37708 -5.06561 0.33
H 4.54174 -0.39615 -1.28383 0.36
H -0.55977 -0.28217 -5.40462 0.38
H -2.05651 -3.15664 -2.79427 0.41
H 1.03388 -0.12234 -4.58271 0.26
H 0.31546 -3.87537 -4.18215 0.48
H 7.04978 5.79557 -2.76115 0.41
H 3.30843 -1.40007 -0.51070 0.28
H -1.17753 -0.22483 2.57351 0.40
H 4.05463 5.07341 0.27621 0.46
```

Output
HOMO	-7.01	eV
energy above the lowest of the compared OMol25 structures with the same formula, charge and spin	16.0	kcal per mole
strongest force on any atom	5.899	eV Å⁻¹

***

(7)
This record from the Open Molecules 2025 dataset describes the molecule C15H17N3O5 at a distorted geometry. The level of theory is ωB97M-V/def2-TZVPD.

The geometry in XYZ format:
```
40
Properties=species:S:1:pos:R:3:nbo_charge:R:1
O -0.37815 1.09681 -2.16743 -0.66
O -0.41008 3.30205 -2.39865 -0.57
O 3.03308 1.69926 -3.97907 -0.57
O 3.75808 3.37054 -2.34396 -0.69
O 0.98126 -0.70060 -0.35261 -0.63
N -2.52033 -1.45599 -0.40112 -0.57
N 1.96114 0.83849 2.67302 -0.84
N 0.84141 1.62534 0.27508 -0.68
C -1.32260 -0.63592 1.42229 -0.14
C 1.39211 2.12182 -1.01521 -0.21
C -1.91021 -2.74725 2.96532 -0.22
C -1.81303 -0.33142 0.09851 0.05
C -2.41369 -4.15181 2.81827 -0.22
C 1.00499 0.21047 0.58263 0.72
C -0.51766 0.34272 2.37160 -0.40
C -3.15073 -4.61406 1.76199 -0.25
C 1.11369 -0.06746 2.02639 -0.15
C -2.74764 -2.46640 0.74121 0.13
C 2.55572 1.40499 -1.60333 -0.54
C 3.24063 2.17287 -2.81699 0.79
C -1.95443 -1.88899 1.78044 -0.08
C -3.39575 -3.68687 0.62732 -0.22
C 0.22067 2.26979 -1.98725 0.77
H -0.66901 0.21087 3.43858 0.22
H 4.23283 3.81946 -3.19284 0.51
H -3.67700 -5.56689 1.64387 0.23
H 2.08774 0.42884 -2.22880 0.26
H -2.59888 -4.88404 3.88545 0.21
H -0.81192 1.26235 2.00143 0.24
H 1.76968 3.14215 -1.05990 0.26
H 1.28465 -1.08360 2.22001 0.22
H 1.40217 1.12566 3.49090 0.38
H -1.49011 -2.39721 3.93240 0.21
H 2.80069 0.10004 2.92052 0.38
H 1.41748 2.21163 1.07548 0.44
H -3.91008 -4.01964 -0.32524 0.23
H -1.75691 0.43667 -0.58079 0.23
H 0.12617 0.53188 -1.63810 0.50
H -3.34207 -1.16233 -1.15670 0.41
H 3.47308 1.04996 -0.96046 0.26
```

Output
HOMO	-7.64	eV
energy above the lowest of the compared OMol25 structures with the same formula, charge and spin	188.2	kcal per mole
strongest force on any atom	6.145	eV Å⁻¹
structure (SMILES)	N[C@@H](Cc1c[nH]c2ccccc12)C(=O)N[C@@H](CC(=O)O)C(=O)O

***

(8)
This record from the Open Molecules 2025 dataset describes a structure of composition C2H10N3RuS at a distorted geometry. The level of theory is ωB97M-V/def2-TZVPD.

The geometry in XYZ format:
```
17
Properties=species:S:1:pos:R:3:mulliken_spin:R:1
Ru -0.13626 -0.58337 -0.05679 3.47
S 2.55657 -1.41231 3.60945 0.25
N -1.46884 0.00227 -1.57643 0.01
N 1.07247 -0.79511 1.32889 0.18
N 1.45876 -0.96016 -1.30549 0.13
C -1.09238 1.55916 1.17914 0.08
C 1.71582 -1.06068 2.32052 -0.08
H 2.26721 -0.37914 -1.06312 0.00
H -2.29784 0.51262 -1.25594 0.00
H -1.93255 2.20827 0.82335 -0.01
H -1.82281 -0.83970 -2.03684 0.01
H -1.40488 0.43601 1.27316 -0.01
H 1.33582 -0.87059 -2.31671 -0.01
H -0.34183 1.59976 0.40828 0.00
H 1.71789 -1.92910 -1.11525 -0.01
H -0.56618 1.92338 2.09701 -0.01
H -1.06098 0.58869 -2.31323 0.00
```

Output
total charge	+1
HOMO (alpha / beta)	-11.10 / -11.56	eV
energy above the lowest of the compared OMol25 structures with the same formula, charge and spin	1.4	kcal per mole
strongest force on any atom	4.497	eV Å⁻¹
multiplicity	5

***

no.,electronic energy (eV)
1,-9303.36775
2,-33266.30592
3,-29368.98231
4,-20204.70127
5,-26878.15707
6,-132023.47018
7,-30532.92997
8,-20114.45241